Entry 1:
Below is a structure of composition C18H10Cl5PPdSe2, with properties calculated with ωB97M-V with the def2-TZVPD basis set.

Summary:
- <S²> = 6.039
- orbital gap (alpha / beta) (eV) = 8.50 / 5.22

Structure (ORCA input):
```
! RIJCOSX wB97M-V def2-TZVPD def2/J DEFGRID3
* xyz 2 5
Pd -0.27 -1.08 -1.92
Cl 3.21 -2.37 -2.32
C 1.94 -3.47 -2.39
C 0.61 -2.94 -2.37
C -0.45 -3.81 -2.51
Cl -2.03 -3.07 -2.46
C -0.27 -5.17 -2.59
Cl -1.57 -6.22 -2.64
C 1.09 -5.69 -2.58
Cl 1.32 -7.34 -2.71
C 2.19 -4.83 -2.47
Cl 3.78 -5.45 -2.46
Se -0.37 -1.12 0.58
P -0.40 1.06 0.03
Se -0.38 1.32 -2.16
C 1.12 1.68 0.74
C 2.01 2.41 -0.04
C 3.17 2.91 0.55
C 3.43 2.67 1.89
C 2.54 1.93 2.66
C 1.38 1.43 2.09
C -1.89 1.71 0.75
C -2.17 1.46 2.10
C -3.32 2.00 2.66
C -4.18 2.75 1.87
C -3.91 2.98 0.53
C -2.77 2.45 -0.04
H 1.82 2.61 -1.08
H 3.86 3.49 -0.04
H 4.33 3.07 2.34
H 2.75 1.75 3.71
H 0.70 0.85 2.70
H -1.50 0.87 2.71
H -3.54 1.82 3.70
H -5.08 3.16 2.32
H -4.60 3.56 -0.07
H -2.56 2.63 -1.09
*
```

---

Entry 2:
Below is a structure of composition C18H10ClFeN2O5 in a non-equilibrium geometry, with properties calculated with ωB97M-V with the def2-TZVPD basis set.

Summary:
- <S²> = 6.033
- orbital gap (alpha / beta) (eV) = 4.18 / 4.07

Structure (ORCA input):
```
! RIJCOSX wB97M-V def2-TZVPD def2/J DEFGRID3
* xyz -1 5
Fe 1.10 -0.19 -0.76
Cl 1.23 -3.13 5.87
C 1.48 -2.58 4.24
C 2.77 -2.51 3.73
C 2.96 -2.06 2.44
C 1.88 -1.65 1.62
O 2.12 -1.23 0.42
C 0.55 -1.73 2.17
C -0.60 -1.27 1.48
N -0.60 -0.76 0.26
C -1.74 -0.27 -0.32
C -3.07 -0.48 0.11
C -4.12 0.17 -0.52
C -3.91 1.04 -1.57
C -2.61 1.23 -2.08
C -2.32 2.07 -3.17
C -1.02 2.15 -3.63
C -0.03 1.41 -3.01
N -0.26 0.62 -1.95
C -1.53 0.53 -1.48
C 0.39 -2.21 3.48
H 3.61 -2.79 4.35
H 3.95 -1.99 2.03
H -1.53 -1.30 2.04
H -3.28 -1.15 0.93
H -5.13 0.00 -0.17
H -4.73 1.58 -2.02
H -3.12 2.63 -3.64
H -0.76 2.79 -4.46
H 0.99 1.43 -3.37
H -0.60 -2.29 3.90
O 3.02 3.61 -0.46
C 2.59 2.49 -0.54
O 1.70 1.84 0.00
C 3.40 1.51 -1.75
O 4.39 2.01 -2.22
O 2.78 0.46 -1.93
*
```

---

Entry 3:
Below is a structure of composition C18H12BCl5IrN8 in a non-equilibrium geometry, with properties calculated with ωB97M-V with the def2-TZVPD basis set.

Summary:
- <S²> = 0.757
- orbital gap (alpha / beta) (eV) = 6.10 / 4.45

Structure (ORCA input):
```
! RIJCOSX wB97M-V def2-TZVPD def2/J DEFGRID3
* xyz 2 2
Ir 1.40 0.02 -0.58
C 1.86 0.07 3.68
C 2.40 0.01 2.41
N 1.42 0.00 1.49
N 0.24 0.05 2.16
C 0.48 0.10 3.48
B -1.10 0.07 1.37
N -1.03 1.29 0.41
C -1.79 2.37 0.18
C -1.23 3.13 -0.84
C -0.10 2.44 -1.22
N 0.01 1.34 -0.46
N -1.06 -1.14 0.39
C -1.87 -2.18 0.21
C -1.37 -2.99 -0.80
C -0.22 -2.38 -1.23
N -0.04 -1.26 -0.49
N -2.24 -0.05 2.31
C -3.34 0.70 2.63
C -4.05 0.02 3.58
C -3.31 -1.16 3.80
N -2.23 -1.22 3.03
H 2.38 0.09 4.62
H 3.44 -0.03 2.13
H -0.32 0.14 4.19
H -2.70 2.55 0.73
H -1.61 4.05 -1.25
H 0.63 2.68 -1.98
H -2.76 -2.29 0.81
H -1.80 -3.91 -1.18
H 0.48 -2.66 -1.99
H -3.56 1.66 2.20
H -4.95 0.34 4.08
H -3.52 -1.97 4.48
Cl -0.39 -0.08 -3.94
C 1.31 -0.04 -3.78
C 1.87 0.00 -2.50
C 3.25 0.05 -2.49
Cl 3.69 0.15 -0.69
C 4.18 0.06 -3.48
Cl 5.85 0.13 -3.25
C 3.55 0.00 -4.76
Cl 4.54 -0.01 -6.12
C 2.15 -0.04 -4.90
Cl 1.47 -0.09 -6.46
*
```

---

Entry 4:
Below is a structure of composition C18H12F5MoN4O2, with properties calculated with ωB97M-V with the def2-TZVPD basis set.

Summary:
- orbital gap (alpha / beta) (eV) = 7.34 / 7.36

Structure (ORCA input):
```
! RIJCOSX wB97M-V def2-TZVPD def2/J DEFGRID3
* xyz 1 1
Mo -0.31 -0.30 -0.11
C 2.68 0.09 -0.22
N 1.71 -1.01 -0.50
C 1.95 -1.51 -1.87
C 1.95 -2.12 0.49
C 1.34 -1.74 1.80
C 1.81 -2.21 3.02
C 1.16 -1.85 4.19
C 0.04 -1.02 4.16
C -0.45 -0.56 2.94
C 0.21 -0.91 1.75
H 3.69 -0.29 -0.33
H 2.53 0.45 0.80
H 2.51 0.90 -0.92
H 2.97 -1.90 -1.96
H 1.81 -0.69 -2.58
H 1.24 -2.30 -2.10
H 3.02 -2.32 0.56
H 1.47 -3.01 0.09
H 2.68 -2.86 3.06
H 1.53 -2.21 5.14
H -0.45 -0.75 5.08
H -1.32 0.07 2.92
O -0.93 -1.98 -0.88
N -1.98 -2.74 -1.13
C -3.14 -2.23 -0.82
C -4.35 -2.96 -1.05
N -5.33 -3.51 -1.24
C -3.07 -0.94 -0.23
N -2.51 0.00 0.16
F -2.07 5.52 -3.21
C -1.57 4.55 -2.47
C -1.64 3.24 -2.91
F -2.21 2.95 -4.07
C -1.11 2.24 -2.12
F -1.15 0.95 -2.51
C -0.51 2.53 -0.90
O 0.00 1.50 -0.18
C -0.44 3.84 -0.47
F 0.14 4.12 0.69
C -0.97 4.85 -1.25
F -0.90 6.10 -0.84
*
```

---

Entry 5:
Below is a structure of composition C18H12F6IrN3Sb in a non-equilibrium geometry, with properties calculated with ωB97M-V with the def2-TZVPD basis set.

Summary:
- <S²> = 6.043
- orbital gap (alpha / beta) (eV) = 7.51 / 5.56

Structure (ORCA input):
```
! RIJCOSX wB97M-V def2-TZVPD def2/J DEFGRID3
* xyz 3 5
Ir 0.04 -1.21 0.28
C 3.03 -1.93 -2.74
C 2.20 -2.11 -1.64
N 1.55 -1.09 -1.09
C 1.68 0.16 -1.58
C 2.48 0.43 -2.72
C 3.15 -0.67 -3.30
C 2.49 1.75 -3.23
C 1.70 2.73 -2.64
C 0.92 2.48 -1.52
C 0.94 1.20 -0.92
N 0.27 0.77 0.20
C -0.29 1.51 1.20
C -0.16 2.88 1.47
C -0.90 3.46 2.50
C -1.69 2.69 3.36
C -1.76 1.28 3.20
C -2.43 0.39 4.07
C -2.38 -0.97 3.83
C -1.67 -1.46 2.73
N -1.04 -0.63 1.91
C -1.06 0.70 2.11
H 3.56 -2.78 -3.15
H 2.06 -3.10 -1.21
H 3.75 -0.52 -4.19
H 3.09 1.97 -4.10
H 1.69 3.73 -3.07
H 0.27 3.25 -1.14
H 0.51 3.51 0.91
H -0.84 4.52 2.66
H -2.24 3.18 4.16
H -2.99 0.78 4.92
H -2.89 -1.67 4.48
H -1.64 -2.52 2.52
F -0.15 -3.19 0.12
Sb -1.88 -3.49 -1.36
F -2.48 -2.27 0.09
F -1.01 -1.57 -1.83
F -3.37 -3.02 -2.37
F -0.40 -4.06 -2.44
F -2.10 -5.09 -0.45
*
```

---

Entry 6:
Below is a structure of composition C18H12IrN7O5SSe in a non-equilibrium geometry, with properties calculated with ωB97M-V with the def2-TZVPD basis set.

Summary:
- orbital gap (eV) = 5.50

Structure (ORCA input):
```
! RIJCOSX wB97M-V def2-TZVPD def2/J DEFGRID3
* xyz 0 1
Ir 0.24 -0.55 0.25
C -3.51 0.88 1.76
C -2.10 0.64 1.36
N -1.60 -0.51 1.06
N -2.37 -1.64 1.24
C -1.61 -2.71 1.19
N -2.22 -3.90 1.37
S 0.11 -2.75 0.95
C -1.11 1.74 1.34
C -1.44 3.06 1.57
C -0.44 4.01 1.56
C 0.87 3.62 1.34
C 1.14 2.29 1.12
N 0.17 1.37 1.11
H -4.10 -0.02 1.61
H -3.93 1.68 1.16
H -3.58 1.16 2.82
H -3.22 -3.91 1.50
H -1.71 -4.75 1.27
H -2.47 3.33 1.73
H -0.69 5.06 1.70
H 1.69 4.34 1.34
H 2.14 1.93 0.93
O -3.11 -0.35 -4.95
C -2.42 -0.36 -3.98
C -1.48 -1.50 -3.53
O -1.27 -2.53 -4.11
C -0.91 -1.00 -2.29
C -1.22 0.29 -2.07
O -0.63 0.95 -1.09
C -2.29 0.75 -2.94
O -2.97 1.74 -2.83
O -0.15 -1.67 -1.42
Se 3.97 -0.98 3.04
N 5.16 -1.16 1.75
C 4.48 -1.02 0.63
C 5.03 -1.08 -0.71
C 4.19 -0.91 -1.73
C 2.77 -0.68 -1.52
N 2.24 -0.61 -0.35
C 3.07 -0.77 0.78
N 2.58 -0.70 1.99
H 6.08 -1.28 -0.85
H 4.55 -0.95 -2.75
H 2.09 -0.56 -2.35
*
```

---

Let's list DFT total energy in order: -224883.0639, -78959.1966, -96893.0600, -44348.2086, -48983.5460, -118547.4538 eV.
Let's list energy relative to the best compared isomer or geometry (same formula, charge and spin) in order: 14.1, 79.6, 62.6, 6.9, 3.7, 191.9 kJ/mol.